# 1
This record from OMol25 describes a molecular structure, C36H99F2Li2N10O13S2. The level of theory is wB97M-V/def2-TZVPD.

The geometry in XYZ format:
```
164
Properties=species:S:1:pos:R:3:forces:R:3
Li 24.8864 17.4866 -31.3922 1.1 -0.2 -0.4
Li 22.6055 17.7192 -32.5241 -1.2 -0.2 -0.6
N 24.3177 18.5185 -33.0518 0.0 3.3 2.6
S 24.5697 20.1592 -32.7371 0.1 2.7 1.9
O 23.7595 21.0552 -33.5082 0.1 -1.5 0.4
O 25.9126 20.5636 -32.4772 -0.6 -0.9 -0.1
F 23.9124 20.1069 -31.2579 0.0 -0.5 -0.6
S 24.6910 18.5306 -34.5496 2.3 -3.3 -7.2
O 25.8580 19.2265 -35.0537 -1.5 -0.1 2.0
O 23.5644 18.5443 -35.4496 0.4 -0.3 1.5
F 25.2463 17.0064 -34.4996 -0.8 0.5 -0.2
C 16.2252 21.2467 -38.0779 0.0 -0.2 -0.3
C 17.3473 20.2338 -37.9092 0.4 -1.1 0.6
C 18.7337 20.8246 -37.6176 -0.4 0.1 -0.9
O 19.6932 19.7986 -37.7299 -0.2 -1.3 -0.2
C 20.9156 19.9658 -37.0623 0.1 1.5 -0.1
N 17.0074 19.2208 -36.8963 -0.4 0.3 -0.2
H 15.4078 20.8280 -38.6659 0.2 -0.2 -0.1
H 16.5905 22.1183 -38.6221 -0.1 0.2 0.2
H 15.7421 21.5205 -37.1390 0.4 0.2 0.2
H 17.4864 19.6450 -38.8214 -0.1 0.3 -0.2
H 18.7563 21.2627 -36.6147 0.1 0.4 -0.1
H 18.8933 21.5314 -38.4413 0.4 0.6 0.5
H 21.3845 20.8970 -37.4040 0.1 0.1 0.2
H 21.6588 19.2059 -37.2936 -0.5 -0.5 0.0
H 20.7542 20.0555 -35.9811 0.1 -0.2 0.1
H 17.7494 18.5328 -36.8905 0.0 0.0 0.1
H 16.9658 19.6761 -35.9891 0.0 -0.2 0.1
C 25.6565 24.4418 -34.0237 -1.3 0.5 -0.5
C 25.8771 25.0182 -32.6261 0.0 -1.2 -0.5
C 24.8169 24.4536 -31.6811 -1.5 1.4 -0.6
O 25.0823 24.9441 -30.3978 1.0 -0.4 0.5
C 24.1242 24.6804 -29.4182 -0.9 0.1 -0.3
N 27.2206 24.6644 -32.1909 0.5 0.1 0.3
H 26.1572 25.0033 -34.8121 0.5 -0.2 0.2
H 24.5978 24.5716 -34.2927 -0.1 -0.1 0.2
H 25.8170 23.3668 -34.1277 0.4 0.0 0.2
H 25.7849 26.1013 -32.7026 0.1 0.0 0.3
H 24.6573 23.3733 -31.8290 0.7 -0.2 0.6
H 23.8185 24.8585 -31.9315 0.1 0.0 -0.4
H 23.1210 24.9031 -29.8128 0.0 -0.1 0.0
H 24.2621 25.3586 -28.5780 0.3 -0.1 0.0
H 24.1316 23.6371 -29.0826 0.1 0.0 0.0
H 27.4506 25.1250 -31.3157 -0.1 0.1 -0.1
H 27.2369 23.6761 -31.9524 -0.1 0.0 -0.2
C 27.7699 18.2270 -39.1270 0.3 -0.5 1.0
C 28.6249 17.0650 -38.5245 -0.8 0.8 -2.3
C 27.7042 16.1351 -37.7794 1.4 -0.4 2.2
O 27.3706 16.6011 -36.4589 -1.0 0.7 -0.3
C 28.4319 16.9204 -35.5801 -0.3 -0.7 -0.4
N 29.2473 16.3609 -39.6584 0.4 -0.1 0.2
H 28.3671 18.8228 -39.8157 -0.1 0.1 0.0
H 27.3767 18.8533 -38.3215 0.0 0.1 -0.1
H 26.9313 17.7696 -39.6525 0.0 0.1 -0.2
H 29.4704 17.4812 -37.9756 -0.4 -0.2 0.5
H 28.2220 15.1846 -37.5978 0.0 -0.2 -0.5
H 26.7618 15.9507 -38.2873 0.0 0.1 -0.1
H 29.1184 17.6400 -36.0228 0.2 -0.1 0.2
H 28.9068 15.9762 -35.2912 0.6 0.2 0.0
H 28.0077 17.3512 -34.6751 -0.2 0.1 -0.1
H 28.8046 15.5096 -39.9734 -0.3 0.1 0.1
H 29.3033 17.0144 -40.4237 0.1 -0.3 -0.3
C 19.6225 17.0738 -35.1433 -0.7 1.7 0.3
C 20.6198 17.5778 -34.0939 -0.1 -1.6 -0.7
C 19.9479 18.2193 -32.8903 0.6 0.1 -0.4
O 21.0129 18.7031 -32.0368 -0.4 0.2 -0.5
C 20.5900 19.6390 -31.0520 0.4 0.2 0.9
N 21.4289 16.4079 -33.6758 0.5 -0.2 1.0
H 19.1157 17.9524 -35.5587 0.1 -0.1 -0.2
H 18.8205 16.5122 -34.6598 0.2 -0.4 -0.1
H 20.0959 16.5508 -35.9676 0.1 -0.2 0.2
H 21.3245 18.2809 -34.5446 -0.2 0.2 0.0
H 19.3315 17.5633 -32.2710 0.0 -0.3 -0.3
H 19.3049 19.0078 -33.2894 0.2 0.4 0.4
H 21.1965 19.4318 -30.1683 -0.2 0.0 0.1
H 19.5359 19.5379 -30.7949 0.0 -0.2 -0.1
H 20.7770 20.6852 -31.3034 0.0 -0.1 -0.5
H 20.7717 15.7091 -33.3352 0.0 0.2 0.4
H 21.8023 15.8937 -34.4861 0.1 0.8 -0.2
C 20.8806 13.1565 -34.0720 -1.4 0.0 -0.5
C 21.8117 12.7503 -35.1953 0.8 -0.7 0.6
C 22.8630 13.8072 -35.5751 -0.7 -0.6 -1.1
O 22.3007 14.9971 -36.1145 -0.5 0.0 0.3
C 23.0934 15.6369 -37.0977 0.7 -0.1 -0.3
N 22.5541 11.5474 -34.7026 -0.6 -0.3 0.3
H 20.0472 13.7399 -34.4840 0.4 0.5 0.0
H 21.3309 13.6810 -33.2325 0.3 -0.1 0.0
H 20.3047 12.3042 -33.7001 0.5 -0.2 0.2
H 21.2099 12.3377 -36.0104 0.0 1.1 -0.5
H 23.4155 13.3142 -36.3807 0.6 0.2 0.2
H 23.4887 14.0402 -34.7102 0.2 -0.2 0.0
H 22.5292 16.4432 -37.5595 -0.2 -0.1 0.1
H 23.3997 14.9256 -37.8702 -0.2 -0.1 -0.1
H 24.0225 16.0604 -36.7040 -0.1 0.0 0.3
H 21.7790 10.8846 -34.6927 0.4 -0.3 0.7
H 23.1666 11.0898 -35.3746 0.2 0.7 -0.3
C 28.6195 20.9043 -36.0958 -0.6 -0.7 -0.8
C 28.9096 21.3724 -34.6816 0.5 0.0 -0.7
C 29.4608 20.1931 -33.8636 -0.8 -0.2 0.4
O 29.9528 20.5158 -32.5573 -0.4 0.3 -0.6
C 29.1066 21.3760 -31.8194 1.0 0.6 1.0
N 30.0217 22.3196 -34.7716 -0.1 1.1 0.3
H 27.8705 20.1052 -36.1248 0.3 -0.3 0.3
H 29.5296 20.5914 -36.6116 0.0 -0.2 0.2
H 28.1399 21.6211 -36.7700 0.3 0.6 0.5
H 27.9768 21.8348 -34.3410 0.1 -0.3 0.6
H 30.2764 19.7811 -34.4587 0.3 0.1 0.3
H 28.7455 19.3724 -33.7123 -0.4 0.2 -0.4
H 28.4242 20.8937 -31.1108 -0.2 -0.4 -0.4
H 28.5751 22.1296 -32.3944 -0.1 -0.3 -0.3
H 29.7942 21.9418 -31.1830 -0.1 0.0 0.1
H 30.3159 22.6564 -33.8569 0.0 -0.4 0.1
H 29.6916 23.1853 -35.1950 0.0 -0.2 -0.3
C 20.5957 27.0968 -36.3226 0.7 -0.5 0.2
C 21.3496 26.4806 -35.1275 0.4 1.5 -0.3
C 21.3296 24.9736 -35.1702 -0.3 -0.3 1.5
O 21.5658 24.4945 -33.8271 -0.4 0.1 -0.2
C 21.4346 23.0912 -33.7686 0.0 0.5 -0.9
N 22.7317 27.0116 -35.1203 -0.4 -1.3 -0.9
H 20.7414 28.1748 -36.3612 -0.1 0.0 0.1
H 19.5302 26.8704 -36.3211 0.0 0.0 0.0
H 21.0795 26.6776 -37.2077 -0.3 0.1 -0.2
H 20.9234 26.8269 -34.1804 -0.7 -0.5 -0.1
H 22.0842 24.4502 -35.7643 0.0 0.6 -0.7
H 20.3260 24.6686 -35.4845 0.0 -0.2 -0.1
H 21.7927 22.7805 -32.7912 0.0 -0.3 -0.1
H 21.9980 22.6682 -34.6112 0.4 -0.4 0.4
H 20.4038 22.7634 -33.9656 -0.2 0.1 0.4
H 23.2732 26.3444 -34.5867 0.4 0.7 0.4
H 22.7518 27.9620 -34.7892 0.3 -0.1 0.4
C 29.0297 16.6547 -31.2374 0.7 0.2 1.1
C 27.5450 16.6914 -31.5726 1.0 1.0 -0.4
C 26.7384 15.6970 -30.7597 0.4 -0.9 0.2
O 25.3849 15.5895 -31.2261 -0.5 1.7 0.1
C 24.8762 14.2884 -31.3655 -0.3 -1.4 0.0
N 27.0133 18.0634 -31.3675 -1.7 -1.4 0.1
H 29.4035 15.6506 -31.0320 0.1 0.0 -0.3
H 29.2573 17.2444 -30.3411 -0.4 -0.2 0.2
H 29.6743 17.1675 -31.9537 -0.3 -0.3 -0.5
H 27.4979 16.5369 -32.6525 -0.5 -0.6 0.1
H 26.7832 15.9561 -29.6926 -0.4 0.4 0.0
H 27.1460 14.6832 -30.7390 0.4 0.2 -0.6
H 23.8320 14.2506 -31.6815 0.1 0.7 -0.2
H 24.8631 13.7417 -30.4166 0.4 0.1 0.0
H 25.4418 13.7379 -32.1221 0.1 0.0 0.2
H 27.6203 18.7946 -31.7075 -0.1 0.2 0.1
H 26.7117 18.1883 -30.4071 1.0 0.5 0.3
C 22.0395 23.4515 -39.3416 0.6 0.4 -0.3
C 23.5156 23.4632 -39.8005 -0.3 -0.2 -0.6
C 24.4640 22.8913 -38.7360 -1.4 -1.4 -1.2
O 23.9437 21.5712 -38.4740 -0.2 0.2 0.6
C 24.5142 20.9462 -37.3444 0.9 -0.5 -1.1
N 23.5920 22.6896 -41.0566 0.7 -0.8 0.0
H 21.4269 23.9992 -40.0600 0.1 0.2 0.1
H 21.8909 23.8705 -38.3448 -0.1 0.0 0.0
H 21.7054 22.4180 -39.3963 0.0 -0.1 0.4
H 23.9180 24.4309 -40.1163 -0.5 0.4 0.7
H 24.4264 23.5206 -37.8463 0.5 0.0 0.1
H 25.4295 22.6807 -39.2035 0.4 0.8 0.4
H 24.3376 19.8726 -37.4191 -0.9 0.1 0.3
H 24.1913 21.4088 -36.4109 0.1 -0.2 0.2
H 25.6089 20.8988 -37.4468 0.1 0.8 0.4
H 22.6853 22.4199 -41.4156 -0.2 0.3 0.1
H 24.0318 21.7944 -40.8610 0.1 0.1 -0.1
```
Positions in Å, forces in eV/Å.

Computed properties:
- total charge = +1
- HOMO (eV) = -10.3248
- relative energy (zero: lowest compared OMol25 entry of this formula, charge and spin) (eV) = 3.797

# 2
This record from OMol25 describes a molecular structure, C26H36NO2PdSSiTe. The level of theory is wB97M-V/def2-TZVPD.

The geometry in XYZ format:
```
69
Properties=species:S:1:pos:R:3:forces:R:3
Pd 0.7972 -0.0834 -1.0424 0.9 -0.2 -0.6
C 5.2187 1.3326 -1.6567 0.0 0.0 0.0
C 3.7093 1.4860 -1.7731 -0.1 0.0 0.1
O 3.0720 0.5471 -2.2171 0.1 -0.1 -0.2
C 3.0815 2.7498 -1.3445 0.0 -0.1 0.0
C 3.9022 3.8463 -1.0351 0.1 0.0 0.0
C 3.4065 5.0794 -0.6824 0.0 0.0 0.0
C 2.0184 5.2426 -0.6360 -0.1 0.1 0.0
C 1.1844 4.1926 -0.9083 -0.1 -0.1 -0.1
C 1.6634 2.8942 -1.2483 0.0 0.0 0.0
O 0.7856 1.9692 -1.4404 -0.1 0.1 0.2
H 5.4712 0.3173 -1.9525 0.0 0.0 0.0
H 5.5591 1.5124 -0.6358 0.0 0.0 0.0
H 5.7403 2.0375 -2.3063 0.0 0.0 0.0
H 4.9752 3.7229 -1.0914 0.0 0.0 0.0
H 4.0718 5.9019 -0.4580 0.0 0.0 0.0
H 1.5929 6.2044 -0.3726 0.0 0.0 0.0
H 0.1080 4.3002 -0.8584 0.0 0.0 0.0
C 1.0865 1.8757 1.6410 -0.1 -0.3 0.3
Si 0.6160 0.1023 1.1717 0.2 -0.4 0.4
C -1.1886 -0.1978 1.8048 0.3 0.2 0.2
C -1.8504 -1.4187 1.1767 0.0 -0.1 -0.1
C -1.2008 -0.3738 3.3341 0.0 0.0 -0.1
C -2.0134 1.0556 1.4868 0.1 0.0 -0.1
C 1.9377 -1.0744 1.9963 -0.2 0.4 0.2
C 3.2687 -0.9431 1.2451 0.0 0.0 0.0
C 2.2024 -0.6172 3.4448 0.0 0.0 0.0
C 1.5288 -2.5445 2.0359 0.0 0.0 0.1
H 0.9265 2.0086 2.7178 0.0 0.0 0.0
H 0.4817 2.6071 1.1150 -0.1 0.0 -0.1
H 2.1313 2.0974 1.4265 0.1 0.0 0.0
H -1.3050 -2.3392 1.3931 0.0 0.0 0.0
H -1.9162 -1.3244 0.0927 0.0 0.0 0.0
H -2.8671 -1.5291 1.5707 -0.1 0.0 0.0
H -0.7817 -1.3330 3.6396 0.0 0.0 0.0
H -2.2363 -0.3409 3.6931 0.0 0.0 0.0
H -0.6526 0.4150 3.8534 0.0 0.1 0.0
H -1.9655 1.3185 0.4270 0.0 0.0 0.0
H -1.6599 1.9172 2.0553 0.0 0.0 0.0
H -3.0613 0.8864 1.7601 0.0 0.0 0.0
H 3.6425 0.0849 1.2660 0.0 0.0 0.0
H 3.1939 -1.2574 0.2065 -0.1 0.0 -0.1
H 4.0152 -1.5746 1.7419 0.0 0.0 0.0
H 2.4878 0.4344 3.5001 0.0 0.0 0.0
H 3.0343 -1.1995 3.8580 0.0 0.0 0.0
H 1.3431 -0.7715 4.1003 0.0 0.0 -0.1
H 1.3059 -2.9375 1.0513 0.0 0.0 0.0
H 0.6598 -2.7067 2.6772 0.0 0.0 0.0
H 2.3504 -3.1385 2.4526 0.0 0.0 0.0
C -3.7723 0.3125 -1.8936 0.0 -0.1 0.0
Te -1.7113 0.1537 -2.4771 -0.5 0.0 -0.4
C -2.0887 -1.9471 -2.5728 0.0 0.0 0.0
C -3.5745 -2.1293 -2.4416 0.0 0.0 0.0
C -4.1479 -3.3875 -2.6165 0.0 0.0 0.0
C -5.5126 -3.5682 -2.4828 0.0 0.0 0.0
C -6.3251 -2.4863 -2.1664 0.0 0.0 0.0
C -5.7610 -1.2355 -1.9845 0.0 0.0 0.0
C -4.3877 -1.0451 -2.1194 0.0 0.0 0.0
H -4.2687 1.0840 -2.4793 0.0 0.0 0.0
H -3.8290 0.5850 -0.8398 0.0 0.0 0.0
H -1.5534 -2.4456 -1.7674 0.0 0.0 0.0
H -1.7161 -2.3524 -3.5123 0.0 0.0 0.0
H -3.5038 -4.2264 -2.8509 0.0 0.0 0.0
H -5.9445 -4.5513 -2.6220 0.0 0.0 0.0
H -7.3942 -2.6208 -2.0605 0.0 0.0 0.0
H -6.3900 -0.3900 -1.7332 0.0 0.0 0.0
S 0.2163 -4.8034 -1.2392 0.1 0.2 0.0
C 0.7142 -3.2455 -1.2149 0.0 -0.3 -0.2
N 1.0792 -2.1351 -1.2022 -0.4 0.5 0.4
```
Positions in Å, forces in eV/Å.

Computed properties:
- total charge = -1
- HOMO (eV) = -4.1758
- relative energy (zero: lowest compared OMol25 entry of this formula, charge and spin) (eV) = 0.252

# 3
This record from OMol25 describes 2 unconnected molecules or ions with the total composition C5H13N. The level of theory is wB97M-V/def2-TZVPD.

The geometry in XYZ format:
```
19
Properties=species:S:1:pos:R:3:forces:R:3
C -1.8376 -0.8813 0.6071 0.2 -0.2 0.0
N 2.0104 -0.9358 0.5665 0.6 -0.3 -0.1
C 0.6558 -0.6822 1.0094 -0.2 1.0 -0.3
C -0.4408 -1.1655 0.0695 0.0 0.5 -0.4
H 2.2489 -1.9208 0.5992 -0.1 0.0 0.1
H 2.1438 -0.6500 -0.3960 -0.1 0.1 0.0
H 0.5309 -1.1111 2.0049 0.0 0.1 0.1
H -0.3248 -2.2342 -0.1327 0.1 0.0 -0.1
H -1.9912 -1.3676 1.5733 -0.1 0.0 0.0
H -1.9794 0.1862 0.7421 -0.1 0.2 0.1
H -2.5976 -1.2399 -0.0855 -0.1 0.0 0.0
C 0.5743 2.2400 -0.6009 -0.2 0.4 -0.5
C -0.1299 1.7312 -1.6040 0.2 0.6 0.0
H 1.6533 2.2853 -0.6267 0.1 -0.2 0.1
H 0.5579 0.4364 1.0642 0.0 -1.0 0.4
H 0.0968 2.7537 0.2220 -0.1 -0.1 0.1
H -1.2054 1.8126 -1.6452 -0.2 -0.2 0.1
H 0.3499 1.3335 -2.4857 0.1 -0.2 0.0
H -0.3151 -0.5903 -0.8815 0.0 -0.7 0.5
```
Positions in Å, forces in eV/Å.

Computed properties:
- total charge = 0
- HOMO (eV) = -9.0037
- relative energy (zero: lowest compared OMol25 entry of this formula, charge and spin) (eV) = 1.317

# 4
This record from OMol25 describes a gas-phase ion, C3H8N3O (charge +1). The level of theory is wB97M-V/def2-TZVPD.

The geometry in XYZ format:
```
15
Properties=species:S:1:pos:R:3:forces:R:3
C -0.9700 0.4113 1.3566 -0.8 -0.3 0.7
C -1.3552 1.0699 0.0932 -0.6 -0.4 -0.3
C 1.0963 0.0583 -0.1777 1.1 -0.5 -1.0
N 0.0624 0.9063 0.4516 1.0 0.3 0.0
N 0.4997 -1.6746 -1.6994 -0.7 1.0 -1.3
N 0.7230 -1.3543 -0.3402 -1.7 0.3 1.3
O 1.7111 -1.9990 -1.0713 1.4 -0.5 0.0
H -1.0709 0.9211 2.3050 0.1 0.2 -0.1
H -1.0407 -0.6679 1.4209 0.1 0.1 -0.2
H -1.7144 0.4509 -0.7179 0.2 -0.1 0.0
H -1.7290 2.0847 0.0793 0.2 0.0 0.1
H 1.3887 0.4890 -1.1466 -0.2 0.0 0.3
H 1.9607 0.0510 0.4978 -0.3 0.1 -0.1
H 0.5119 1.7759 0.7400 -0.2 -0.1 0.1
H -0.0734 -2.5223 -1.7914 0.2 -0.1 0.6
```
Positions in Å, forces in eV/Å.

Computed properties:
- total charge = +1
- HOMO (eV) = -14.6119
- relative energy (zero: lowest compared OMol25 entry of this formula, charge and spin) (eV) = 6.582

Results for HOMO-LUMO gap: 6.79, 6.58, 10.24, 11.17 (in eV, following the order of the records).
Results for max |F|: 8.24, 1.12, 1.05, 2.11 (in eV/A, following the order of the records).
Results for E_LUMO: -3.532, 2.401, 1.232, -3.441 (in eV, following the order of the records).